47
Properties=species:S:1:pos:R:3:forces:R:3 method="wB97M-V/def2-TZVPD" total_charge=-2 total_energy_ha=-8555.82054 s2=0.78 homo_ev="-2.65 / -2.66" homo_lumo_gap_ev="6.9 / 6.9" e_above_lowest_kcal_mol=45.3 max_force_ha_per_bohr=0.072 multiplicity=2
O 5.32391 9.94056 -10.95674 0.159 -1.588 -1.593
V 5.69842 8.81270 -12.01818 1.473 2.047 0.824
Br 5.93083 6.83482 -10.24023 -0.347 0.455 -0.556
Br 6.04210 10.53006 -14.11101 -0.556 -0.279 0.613
C 5.92746 4.87700 -14.51373 1.954 2.558 0.379
F 6.06226 4.15800 -15.61933 0.032 -0.468 -0.354
F 4.68014 4.87364 -14.14023 -1.561 -0.390 0.385
F 6.67739 4.34057 -13.53873 -0.183 -0.243 -0.277
S 6.48092 6.71402 -14.83338 0.610 1.016 -0.214
O 5.62966 7.18432 -15.89434 -0.653 -0.755 -0.539
O 6.13969 7.46479 -13.60322 0.291 -1.428 0.265
O 7.88631 6.64216 -15.16061 -0.841 -0.572 0.551
C 10.16157 8.70206 -10.37096 -1.150 -1.461 -1.434
F 9.79179 9.61284 -9.51424 0.041 0.853 0.935
F 11.48435 8.66529 -10.46879 0.537 0.371 -0.116
F 9.79134 7.50166 -9.88819 -0.099 0.008 0.010
S 9.33134 9.05664 -12.04031 -1.195 1.178 -3.289
O 7.87936 9.26815 -11.78532 0.132 -1.195 1.029
O 9.86675 10.37386 -12.38763 0.655 -1.223 0.778
O 9.59132 7.98100 -13.00139 0.303 0.908 2.180
C 5.78362 10.17068 -7.61432 -0.785 -0.176 -1.307
C 4.23060 10.24840 -7.49685 0.792 -0.641 0.904
O 3.57294 9.93090 -8.71201 0.024 0.529 -0.370
H 6.41880 10.71966 -6.91962 -0.572 -0.040 0.531
H 6.05435 10.57203 -8.59262 -0.106 0.006 -0.135
H 6.08346 9.12417 -7.66904 0.067 0.011 0.149
H 3.88517 11.20756 -7.10575 0.153 0.257 -0.088
H 3.86554 9.47267 -6.81884 0.329 0.113 0.663
H 2.70055 10.31945 -8.61168 -0.100 -0.094 -0.295
C 1.54534 9.61981 -12.52772 0.351 0.404 0.025
C 2.45885 8.53306 -11.97498 -0.612 -0.023 0.255
O 3.66091 8.43200 -12.69513 0.438 0.029 -0.092
H 0.54490 9.50787 -12.10871 -0.086 -0.049 -0.128
H 1.52395 9.51456 -13.61386 -0.342 -0.162 -0.080
H 1.86791 10.65005 -12.37417 0.288 -0.113 0.328
H 1.90734 7.60374 -12.13447 0.058 -0.285 0.396
H 2.74998 8.62762 -10.92936 -0.209 0.145 -0.003
H 3.41745 8.30442 -13.61683 0.830 0.036 -0.351
C 7.27705 13.10382 -10.11552 -0.800 -0.123 0.856
C 8.45730 12.15433 -9.99921 -0.617 0.321 -1.695
O 9.62138 12.88131 -10.34763 1.141 0.394 0.870
H 7.18676 13.67109 -9.18445 0.365 0.503 0.068
H 6.30058 12.61617 -10.12154 0.092 -0.405 -0.532
H 7.36238 13.79252 -10.95468 0.045 -0.205 -0.065
H 8.49735 11.42220 -10.80612 -0.769 -0.276 0.397
H 8.43427 11.67172 -9.02110 0.484 -0.030 0.059
H 9.84626 13.49654 -9.64389 -0.059 0.080 0.062